ORCA calculation (ωB97M-V/def2-TZVPD) on C40H110AsF6N10O10 as an isolated structure in a non-equilibrium geometry.

```
177
Properties=species:S:1:pos:R:3:forces:R:3
As 0.757593 0.257986 -0.372501 -0.164 -0.015 -0.142
F 2.195068 -0.330961 0.387635 -0.645 0.356 -0.034
F 0.377904 -1.366729 -0.876629 -0.271 -0.212 0.113
F -0.676287 0.805001 -1.163008 -0.206 0.233 -0.050
F 1.226402 1.832070 0.105104 -0.116 0.634 -0.225
F 1.606620 0.434077 -1.878294 0.373 0.185 -0.170
F -0.112118 0.043676 1.090667 -0.271 -0.387 0.115
C 4.155618 -1.275096 -3.085363 -0.454 -0.313 0.482
C 3.424631 -2.622245 -3.127291 0.568 0.001 -1.089
C 2.862071 -3.055878 -1.790654 -1.156 -0.303 -0.060
O 3.840721 -3.207275 -0.786492 0.067 -0.113 -0.130
C 3.835732 -2.194990 0.194381 1.072 -0.240 0.450
N 2.374150 -2.665047 -4.153433 -0.465 0.330 0.112
H 4.639019 -1.037223 -4.032197 0.171 -0.166 -0.007
H 4.873617 -1.322257 -2.263114 0.173 0.317 -0.175
H 3.422186 -0.487498 -2.893571 0.186 0.000 0.152
H 4.128432 -3.399496 -3.452347 0.184 0.059 0.319
H 2.366079 -4.021906 -1.955738 0.299 -0.152 0.009
H 2.019407 -2.419800 -1.478157 0.591 0.187 -0.013
H 3.076740 -2.346023 0.972175 -0.223 0.060 -0.354
H 3.762660 -1.189584 -0.223522 0.108 -0.527 -0.032
H 4.790273 -2.269571 0.726280 0.096 -0.059 -0.128
H 2.792209 -2.591943 -5.075913 0.193 -0.246 0.077
H 1.851965 -1.786736 -4.133252 0.079 -0.370 0.154
C -2.147660 -4.321304 2.144618 -0.779 -0.357 -0.318
C -0.776467 -4.466595 1.546634 1.292 0.489 -0.091
C -0.656472 -5.394805 0.309089 -1.425 -0.351 0.453
O -1.925616 -5.988606 0.027144 -0.217 0.138 -0.205
C -1.878690 -6.763652 -1.151750 0.897 0.078 0.420
N -0.175535 -3.138170 1.290609 -0.146 -0.818 -0.339
H -2.158891 -3.689858 3.032183 0.272 -0.019 0.017
H -2.553154 -5.305525 2.385146 0.014 0.048 0.153
H -2.857157 -3.894285 1.430019 0.132 0.098 -0.048
H -0.099286 -4.902840 2.291158 -0.260 -0.036 0.186
H 0.023361 -6.219852 0.554343 0.376 0.209 -0.393
H -0.368693 -4.826035 -0.580560 0.446 -0.040 0.100
H -1.169399 -7.591062 -0.995415 -0.254 -0.183 -0.143
H -1.465451 -6.179853 -1.985251 -0.300 0.035 -0.082
H -2.873783 -7.135969 -1.369352 -0.056 0.001 -0.043
H 0.760190 -3.317318 0.928694 0.043 0.237 -0.036
H -0.638892 -2.676488 0.511999 -0.118 0.120 0.147
C -4.224834 -5.530446 -5.604336 -0.223 -1.016 1.309
C -3.638609 -4.185869 -5.223954 -0.700 0.526 -1.742
C -2.595988 -4.245686 -4.136487 -0.315 -0.957 0.225
O -2.016914 -2.987678 -4.004740 -0.263 -0.122 0.440
C -1.091168 -2.893276 -2.944963 1.231 0.291 -0.672
N -3.214788 -3.452054 -6.451060 0.028 -0.365 0.879
H -4.778373 -5.911858 -4.731060 -0.046 0.088 -0.119
H -3.502021 -6.335449 -5.774740 0.267 0.352 -0.353
H -4.941822 -5.506556 -6.419340 0.171 0.329 -0.181
H -4.487787 -3.575333 -4.893257 0.126 -0.059 0.406
H -1.848687 -5.034700 -4.335432 0.172 0.255 -0.301
H -3.097893 -4.609776 -3.222186 0.083 0.407 0.168
H -0.229262 -3.563909 -3.091142 -0.286 -0.246 -0.030
H -1.487847 -3.046605 -1.939572 -0.396 0.155 -0.082
H -0.641970 -1.909495 -3.074319 -0.225 0.136 0.567
H -3.032566 -2.517144 -6.099316 0.332 0.111 -0.503
H -2.318800 -3.821501 -6.760727 0.003 0.098 -0.065
C -2.106354 3.596333 1.445741 0.002 1.298 -0.676
C -0.725939 3.696384 2.147067 -1.491 -0.202 0.494
C -0.853846 4.755998 3.237148 -0.041 -0.068 -0.232
O 0.247960 4.832160 4.126331 -0.641 0.044 -0.154
C 0.026614 5.856819 5.038731 0.833 0.822 0.274
N -0.309599 2.430969 2.712992 0.535 -0.147 -1.061
H -2.528267 4.596886 1.231464 0.097 0.004 0.374
H -2.873121 3.059144 2.002380 0.184 -0.330 -0.031
H -1.946684 3.244806 0.422442 -0.204 -0.767 0.258
H -0.090483 4.002473 1.322143 0.585 0.043 0.426
H -1.762388 4.497554 3.810278 0.077 0.071 0.099
H -1.032696 5.738542 2.772482 0.076 -0.006 0.019
H 0.796103 5.800179 5.815533 -0.254 -0.357 0.157
H -0.979381 5.867901 5.476410 0.020 -0.225 0.072
H 0.207890 6.863822 4.612683 -0.326 -0.162 -0.309
H -0.035462 1.875343 1.907592 0.280 -0.031 0.642
H -1.049451 1.904006 3.169493 -0.191 0.603 0.018
C 4.437384 0.001102 3.946524 1.525 0.681 0.052
C 4.109154 1.259068 3.152865 -2.408 -0.813 -0.927
C 4.841962 1.274403 1.834435 1.027 -0.468 -0.356
O 4.594794 2.481051 1.144309 0.222 0.289 0.635
C 5.253639 2.583265 -0.092590 -0.622 -0.787 -0.147
N 2.629518 1.178247 2.876585 0.700 -0.614 -0.380
H 5.510283 0.048327 4.196424 -0.180 -0.393 0.242
H 4.256447 -0.884243 3.336297 -0.010 0.029 -0.114
H 3.855585 -0.104361 4.858781 -0.082 0.237 0.045
H 4.290355 2.228704 3.625131 0.265 -0.257 0.473
H 4.574781 0.424371 1.186586 -0.336 0.003 0.252
H 5.931748 1.140513 1.997696 -0.068 0.323 0.056
H 4.589386 2.168099 -0.862679 0.118 0.193 -0.184
H 6.158400 1.965786 -0.106511 0.223 0.320 0.046
H 5.455148 3.632663 -0.289837 0.128 0.017 -0.068
H 2.301605 0.264135 3.198621 -0.103 0.345 0.597
H 2.522301 0.962887 1.884556 0.020 0.905 0.090
C 0.206159 2.322031 -4.411943 -0.258 0.707 0.648
C 1.140380 1.461143 -5.238930 -1.130 -1.042 0.134
C 2.544582 2.009820 -5.281000 0.090 -1.347 0.463
O 2.572917 3.219176 -5.971233 0.237 0.448 -0.313
C 3.880446 3.714381 -6.107850 0.487 0.287 0.119
N 1.191858 0.043715 -4.788885 -0.617 0.355 1.210
H 0.057118 3.279517 -4.917773 -0.019 0.028 0.135
H 0.577821 2.519359 -3.399216 0.465 0.051 -0.212
H -0.777961 1.909388 -4.171295 0.008 -0.363 -0.652
H 0.708950 1.344651 -6.238645 0.378 0.574 -0.217
H 3.165476 1.206798 -5.716003 0.066 0.426 -0.503
H 2.942765 2.071658 -4.254431 -0.213 0.441 0.063
H 4.231306 4.285709 -5.235718 -0.198 -0.347 0.240
H 3.958147 4.430808 -6.927771 -0.371 -0.254 -0.218
H 4.573654 2.885072 -6.283286 0.105 0.109 -0.076
H 0.228217 -0.302841 -4.800370 0.073 0.026 -0.685
H 1.274191 0.064347 -3.763462 0.582 0.209 -0.236
C 4.193871 5.707325 2.992251 -0.142 1.074 0.073
C 2.774035 5.740182 2.423399 0.590 -1.244 0.277
C 2.634532 6.616879 1.205991 -0.488 0.811 0.136
O 1.275711 6.585318 0.798956 -0.161 -0.682 0.025
C 1.024019 7.145578 -0.463250 0.214 0.382 0.561
N 2.350516 4.376060 2.127905 0.140 0.346 -0.263
H 4.850270 5.060442 2.412229 0.075 -0.050 0.093
H 4.163014 5.433472 4.046725 0.035 -0.542 -0.129
H 4.596765 6.730243 3.023707 0.134 -0.119 -0.259
H 2.163119 6.141020 3.241174 -0.362 0.122 -0.318
H 3.242612 6.265136 0.362637 0.316 0.084 0.178
H 2.860416 7.660839 1.490985 0.362 -0.084 -0.314
H 1.725367 6.804440 -1.233426 0.014 -0.098 0.049
H 1.111594 8.236531 -0.357113 -0.139 0.031 -0.431
H 0.011864 6.858528 -0.735286 -0.052 0.117 -0.108
H 1.779930 4.396699 1.293970 -0.200 -0.259 0.132
H 3.112928 3.729611 1.945386 -0.043 0.244 0.117
C 2.020735 -3.376145 4.701375 0.805 0.821 -0.469
C 0.860305 -2.390982 4.626853 0.999 -0.887 -0.728
C 0.800186 -1.569194 5.858587 -0.364 1.015 0.661
O -0.520780 -1.026627 5.947705 0.242 -0.475 0.249
C -0.915084 -0.665813 7.239526 -0.105 -0.431 0.786
N 1.019807 -1.511205 3.428052 -1.034 -1.606 1.002
H 2.945090 -2.791447 4.798962 0.012 -0.126 0.263
H 2.157229 -3.883055 3.741984 -0.274 -0.279 0.135
H 1.948027 -4.082034 5.525612 -0.084 -0.090 -0.039
H -0.037981 -3.014171 4.516665 -0.252 0.257 0.293
H 1.502570 -0.727371 5.798426 0.104 -0.105 -0.182
H 1.080395 -2.122467 6.765256 -0.412 -0.210 -0.020
H -0.731306 -1.460941 7.985385 0.124 -0.149 -0.342
H -1.999220 -0.547594 7.227880 0.067 0.473 -0.058
H -0.385063 0.204033 7.645447 -0.191 0.259 -0.337
H 1.019011 -2.232766 2.699153 0.178 0.737 -0.280
H 0.036528 -1.239864 3.343572 0.379 0.921 -0.584
C -3.020387 -0.404047 2.540449 0.372 -0.668 0.107
C -3.444562 0.151118 3.899345 1.496 0.562 -0.627
C -3.798801 -0.984722 4.815096 -1.935 -0.283 0.025
O -4.333716 -0.473905 6.029956 0.519 0.406 0.488
C -5.157680 -1.384956 6.716842 0.426 0.076 -0.187
N -2.275241 0.922466 4.423480 -0.594 -1.300 0.420
H -2.821333 0.382408 1.815462 -0.195 0.015 -0.029
H -3.728192 -1.149888 2.167768 -0.249 0.339 -0.185
H -2.082344 -0.974175 2.618775 -0.017 0.197 0.149
H -4.246969 0.865610 3.709936 -0.370 -0.257 0.469
H -2.966596 -1.677963 4.989240 0.149 0.197 0.019
H -4.635381 -1.554886 4.371101 0.332 -0.138 -0.264
H -6.029545 -1.600273 6.088773 -0.079 -0.285 0.236
H -5.460057 -0.932056 7.658953 -0.123 0.164 -0.089
H -4.605463 -2.298903 6.972390 -0.161 -0.129 -0.185
H -1.568064 0.179777 4.470836 0.348 0.587 -0.088
H -2.432932 1.069806 5.422049 -0.183 0.402 -0.162
C -6.446094 -0.110870 -5.552520 -0.279 1.624 0.020
C -5.107977 0.307930 -6.176500 -0.608 -1.741 0.064
C -3.991139 0.170461 -5.149024 0.671 0.158 -0.374
O -4.392479 0.618807 -3.888449 -0.545 -0.123 0.293
C -3.470262 0.331551 -2.864229 1.318 1.106 0.004
N -4.759284 -0.620536 -7.272126 0.181 0.490 -0.316
H -6.448878 -1.152765 -5.243528 -0.026 -0.055 0.015
H -7.262016 0.124965 -6.243101 0.072 -0.536 -0.235
H -6.664961 0.550944 -4.708996 0.129 -0.390 0.263
H -5.190619 1.306137 -6.602138 0.162 0.140 0.181
H -3.101244 0.699241 -5.531176 -0.055 0.129 0.206
H -3.668420 -0.879206 -5.087097 -0.282 -0.078 0.036
H -2.944469 -0.618830 -2.988692 -0.394 -0.236 0.017
H -3.902615 0.440883 -1.872145 -0.489 -0.342 -0.163
H -2.680513 1.101919 -2.868514 0.032 -0.180 -0.093
H -4.972138 -1.579731 -7.018939 0.164 -0.013 0.117
H -5.313820 -0.428043 -8.097691 0.018 0.099 0.022
```
Forces are in eV/Å.

As for the charge: -1. The gap between HOMO and LUMO comes out at 7.21 eV. The calculated total energy is -155783.4922 eV. Its HOMO energy is -0.18089 hartree.